Entry 1:
Entry from the OMol25 dataset: a cluster of 2 separate species, C4H12N2O in total (ωB97M-V/def2-TZVPD).

```
! RIJCOSX wB97M-V def2-TZVPD def2/J DEFGRID3
* xyz 0 1
C -0.202 -1.424 0.058
C -1.238 -0.486 -0.582
C -0.924 1.015 -0.530
C -0.724 1.695 1.701
N -0.149 1.389 0.631
N -0.031 -2.635 -0.748
H -0.493 -1.595 1.099
H 0.800 -0.991 0.112
H -1.412 -0.801 -1.602
H -2.197 -0.599 -0.070
H -1.852 1.604 -0.596
H -0.383 1.319 -1.427
H -0.131 1.852 2.595
H -1.811 1.720 1.828
H 0.902 -3.015 -0.634
H -0.732 -3.332 -0.550
H 2.062 0.673 0.300
H 2.670 0.029 -0.909
O 2.771 0.815 -0.351
*
```

Its molecular weight is 104.15 g/mol. The energy is -344.311733 Ha. The calculation puts the largest force on an atom at 1.0 eV/A. For the HOMO energy, the calculation gives -0.34597 hartree. Its HOMO-LUMO gap is 0.3796 hartree. The value obtained for the energy above the lowest of the compared OMol25 structures with the same formula, charge and spin is 192.42 kJ/mol.

Entry 2:
Entry from the OMol25 dataset: a cluster of 2 separate species, C5H10N3O4S2 in total at a distorted geometry (ωB97M-V/def2-TZVPD).

```
! RIJCOSX wB97M-V def2-TZVPD def2/J DEFGRID3
* xyz -1 1
C -0.822 1.023 2.925
C -0.876 -0.048 2.175
C -1.260 0.995 4.357
C -0.392 1.243 -2.561
C 1.449 -0.599 -2.693
N 2.321 -1.422 -3.150
N -1.515 -0.228 -0.430
N 2.634 -2.632 -2.542
O 1.712 -3.351 -2.262
O 3.814 -2.859 -2.419
O 0.064 1.502 0.224
O 0.716 -0.943 0.174
S 0.864 0.682 -3.724
S -0.299 0.090 0.422
H -0.252 1.881 2.407
H -1.198 -1.076 2.395
H -0.621 1.659 4.825
H -2.264 1.469 4.565
H -1.202 0.107 4.835
H -0.739 2.278 -2.840
H -0.205 1.223 -1.530
H -1.302 0.752 -2.601
H 1.059 -0.626 -1.723
H -1.687 -1.119 -0.828
*
```

Its molecular weight is 240.29 g/mol. The energy is -1457.962462 Ha. The calculation puts the largest force on an atom at 4.3 eV/A. For the HOMO energy, the calculation gives -0.18357 hartree. Its HOMO-LUMO gap is 0.2967 hartree. The value obtained for the energy above the lowest of the compared OMol25 structures with the same formula, charge and spin is 94.86 kJ/mol.

Entry 3:
Entry from the OMol25 dataset: a cluster of 31 separate species, CH65BrN2O33P2 in total at a distorted geometry (ωB97M-V/def2-TZVPD).

```
! RIJCOSX wB97M-V def2-TZVPD def2/J DEFGRID3
* xyz 0 1
N -2.425 -3.464 -3.384
P -2.275 -1.856 -3.306
N -1.500 -1.298 -1.860
C -0.105 -1.582 -1.671
O 0.660 -0.614 -1.402
O 0.532 -2.857 -1.797
P -2.408 -0.728 -0.506
O -2.446 -2.014 0.660
Br -4.639 -0.423 -0.978
H -3.431 -3.702 -3.518
H -3.580 -1.312 -3.555
H -1.457 -1.456 -4.425
H 0.536 -3.191 -0.866
H -2.311 -2.882 0.198
O 0.261 -2.741 2.101
H 0.746 -1.965 2.421
H -0.665 -2.456 2.109
O 2.104 -4.163 3.789
H 1.558 -4.053 3.000
H 2.760 -4.828 3.530
O 1.066 1.160 1.239
H 2.028 1.078 1.288
H 0.804 0.460 0.628
O 3.541 -0.762 1.037
H 2.948 -0.867 0.280
H 4.284 -1.344 0.835
O -4.354 0.847 -3.894
H -5.069 1.076 -3.286
H -4.153 1.682 -4.342
O 3.302 -5.573 1.878
H 2.757 -5.464 1.089
H 3.956 -6.235 1.621
O 1.373 2.781 -1.654
H 1.144 1.843 -1.654
H 0.581 3.213 -1.315
O -4.898 -4.754 -4.398
H -5.428 -4.642 -5.196
H -4.243 -5.421 -4.645
O 4.293 4.154 -2.271
H 4.685 4.662 -1.552
H 3.456 3.843 -1.906
O 3.306 6.203 -0.766
H 3.490 7.090 -1.101
H 2.395 6.035 -1.038
O -1.666 2.845 -3.149
H -1.850 3.673 -3.611
H -0.753 2.944 -2.846
O -4.704 -7.282 -6.064
H -4.697 -8.058 -5.486
H -4.907 -7.643 -6.935
O 1.362 -0.382 4.200
H 1.985 -0.879 4.750
H 1.207 0.428 4.697
O 1.541 -2.887 6.865
H 0.784 -3.349 7.246
H 1.635 -3.280 5.986
O -5.648 -7.917 -3.490
H -6.360 -7.679 -2.885
H -5.443 -7.087 -3.944
O 6.434 3.372 -0.198
H 5.668 2.908 0.163
H 6.548 2.984 -1.075
O 0.166 -0.926 9.266
H -0.379 -0.816 8.477
H 0.819 -1.588 9.007
O -1.183 -4.788 0.575
H -0.702 -4.023 0.920
H -1.611 -5.167 1.353
O 4.119 6.197 2.355
H 3.789 6.283 1.450
H 5.002 5.825 2.247
O -0.387 3.750 2.984
H 0.538 4.030 2.958
H -0.410 2.970 2.410
O -4.624 4.013 -4.527
H -5.196 4.343 -3.823
H -4.672 4.695 -5.207
O -0.423 -5.639 4.004
H 0.505 -5.356 3.968
H -0.451 -6.422 3.440
O 8.964 5.066 -0.809
H 8.197 4.601 -0.448
H 9.081 4.680 -1.685
O -5.334 -1.454 -5.411
H -5.232 -0.728 -4.778
H -5.194 -1.037 -6.268
O -6.956 1.661 -0.313
H -6.555 2.166 0.404
H -7.792 1.352 0.058
O -0.163 2.225 -5.608
H 0.312 2.992 -5.266
H -0.603 1.857 -4.831
O -1.206 3.956 0.087
H -0.800 4.461 0.804
H -2.037 3.642 0.463
O -0.574 6.932 3.215
H -0.800 5.991 3.208
H -1.364 7.359 3.567
O 3.971 -0.410 5.574
H 4.081 0.318 6.198
H 4.097 0.001 4.709
O 5.484 3.218 3.289
H 5.574 3.946 3.917
H 5.631 3.632 2.430
*
```

Its molecular weight is 775.36 g/mol. The energy is -5926.204186 Ha. The calculation puts the largest force on an atom at 5.4 eV/A. For the HOMO energy, the calculation gives -0.30621 hartree. Its HOMO-LUMO gap is 0.2810 hartree. The value obtained for the energy above the lowest of the compared OMol25 structures with the same formula, charge and spin is 0.00 kJ/mol.

Entry 4:
Entry from the OMol25 dataset: a structure of composition C52H143N13O13 at a distorted geometry (ωB97M-V/def2-TZVPD).

```
! RIJCOSX wB97M-V def2-TZVPD def2/J DEFGRID3
* xyz 0 1
C -5.726 25.478 1.510
C -5.482 23.993 1.116
C -4.924 23.312 2.425
O -3.876 24.090 2.968
C -3.551 23.812 4.282
N -6.691 23.365 0.678
H -4.732 25.921 1.456
H -5.981 25.686 2.549
H -6.420 26.043 0.887
H -4.658 23.904 0.409
H -4.683 22.297 2.108
H -5.714 23.390 3.172
H -4.287 24.090 5.037
H -2.669 24.354 4.625
H -3.318 22.750 4.353
H -7.271 24.039 0.197
H -6.419 22.728 -0.057
C -9.536 19.378 -0.611
C -9.181 20.843 -0.794
C -8.455 21.523 0.389
O -9.236 21.651 1.596
C -8.478 22.335 2.614
N -8.334 20.862 -1.981
H -8.635 18.775 -0.715
H -10.241 18.985 -1.343
H -10.109 19.257 0.308
H -10.036 21.462 -1.066
H -8.085 22.480 0.023
H -7.583 20.954 0.711
H -8.941 22.405 3.598
H -8.452 23.410 2.431
H -7.467 21.932 2.649
H -8.466 21.722 -2.493
H -8.534 20.058 -2.559
C -13.158 22.884 3.876
C -11.770 23.477 4.154
C -11.490 23.952 5.618
O -11.595 22.834 6.517
C -10.724 22.886 7.536
N -10.757 22.535 3.781
H -14.008 23.500 4.169
H -13.370 21.920 4.339
H -13.255 22.829 2.792
H -11.760 24.419 3.607
H -12.143 24.784 5.881
H -10.500 24.406 5.660
H -11.094 22.103 8.198
H -10.778 23.831 8.075
H -9.669 22.813 7.271
H -10.830 21.666 4.291
H -10.949 22.342 2.808
C -10.044 19.533 -2.947
C -10.946 19.281 -4.206
C -10.158 18.590 -5.377
O -10.878 18.216 -6.526
C -10.306 17.669 -7.704
N -12.122 18.496 -3.877
H -9.183 20.024 -3.400
H -9.629 18.618 -2.524
H -10.436 20.185 -2.166
H -11.488 20.128 -4.626
H -9.671 17.715 -4.947
H -9.407 19.254 -5.803
H -9.636 18.402 -8.155
H -11.080 17.267 -8.357
H -9.788 16.741 -7.462
H -12.498 18.219 -4.773
H -11.946 17.523 -3.672
C -11.360 22.602 -3.338
C -10.190 22.974 -4.229
C -9.259 21.757 -4.446
O -7.984 22.242 -4.987
C -6.862 21.358 -4.811
N -10.571 23.704 -5.464
H -11.134 21.972 -2.477
H -12.198 22.178 -3.891
H -11.632 23.555 -2.884
H -9.546 23.620 -3.631
H -9.648 20.928 -5.037
H -9.096 21.542 -3.390
H -7.015 20.459 -5.408
H -6.715 21.088 -3.765
H -5.977 21.902 -5.141
H -11.067 24.525 -5.150
H -9.674 23.997 -5.826
C -5.763 21.462 3.730
C -6.301 20.590 4.825
C -5.400 19.338 5.163
O -6.042 18.397 5.990
C -6.878 17.533 5.228
N -6.553 21.410 6.032
H -5.327 20.905 2.900
H -5.053 22.227 4.045
H -6.516 22.232 3.558
H -7.283 20.252 4.493
H -4.544 19.713 5.724
H -5.095 18.983 4.178
H -6.344 17.049 4.410
H -7.755 18.066 4.860
H -7.147 16.775 5.964
H -7.513 21.723 6.029
H -6.577 20.830 6.858
C -6.187 19.667 0.893
C -6.796 18.724 1.880
C -8.348 18.637 1.745
O -8.861 17.861 2.912
C -10.112 17.256 2.616
N -6.285 17.333 1.726
H -6.384 20.730 1.034
H -6.278 19.426 -0.166
H -5.097 19.672 0.903
H -6.592 18.980 2.920
H -8.576 18.184 0.780
H -8.727 19.645 1.907
H -10.626 16.968 3.533
H -9.885 16.380 2.007
H -10.780 18.014 2.206
H -6.849 16.730 2.308
H -6.778 17.051 0.890
C -5.953 19.342 -2.339
C -6.696 18.065 -2.090
C -6.760 17.008 -3.151
O -7.571 17.543 -4.119
C -7.800 16.778 -5.258
N -6.132 17.515 -0.863
H -6.224 19.826 -3.278
H -4.895 19.153 -2.518
H -6.006 20.125 -1.583
H -7.666 18.519 -1.888
H -7.116 16.072 -2.722
H -5.771 16.855 -3.583
H -7.988 15.760 -4.917
H -6.990 16.773 -5.988
H -8.731 17.263 -5.552
H -5.142 17.527 -1.063
H -6.234 18.216 -0.142
C -10.827 25.731 1.953
C -10.060 24.501 1.302
C -10.744 23.824 0.094
O -12.079 23.417 0.457
C -13.026 23.403 -0.641
N -8.835 25.050 0.833
H -11.763 25.422 2.417
H -10.966 26.465 1.159
H -10.207 26.184 2.727
H -10.042 23.845 2.173
H -10.212 22.951 -0.285
H -10.771 24.483 -0.774
H -14.003 22.975 -0.421
H -12.562 22.840 -1.451
H -12.994 24.447 -0.952
H -8.045 24.855 1.432
H -8.934 25.996 1.173
C -11.526 20.468 0.441
C -12.328 21.331 1.429
C -12.699 20.551 2.726
O -13.645 19.525 2.426
C -14.942 19.921 1.921
N -11.456 22.400 1.864
H -12.239 19.796 -0.035
H -10.793 19.928 1.042
H -11.114 21.123 -0.327
H -13.284 21.560 0.959
H -13.136 21.265 3.425
H -11.909 19.965 3.194
H -15.564 20.462 2.634
H -15.528 19.106 1.497
H -14.950 20.594 1.064
H -10.581 21.917 2.011
H -11.405 22.973 1.033
C -8.087 21.599 8.707
C -9.065 20.472 8.382
C -8.978 20.019 6.899
O -9.153 21.053 6.051
C -9.479 20.574 4.694
N -9.079 19.302 9.364
H -7.067 21.223 8.621
H -8.056 21.948 9.739
H -8.153 22.420 7.994
H -9.999 21.035 8.363
H -9.786 19.293 6.814
H -8.063 19.431 6.837
H -9.034 19.668 4.282
H -9.233 21.420 4.052
H -10.548 20.362 4.705
H -8.176 18.852 9.315
H -9.759 18.562 9.262
C -9.452 16.863 -1.100
C -8.652 15.753 -0.404
C -8.065 14.659 -1.319
O -7.378 13.691 -0.509
C -6.747 12.656 -1.230
N -7.553 16.486 0.221
H -8.861 17.268 -1.921
H -9.863 17.668 -0.490
H -10.338 16.424 -1.559
H -9.273 15.325 0.384
H -7.323 15.051 -2.015
H -8.874 14.112 -1.803
H -6.033 13.063 -1.947
H -7.479 12.047 -1.762
H -6.308 11.867 -0.620
H -6.998 15.742 0.618
H -6.986 16.920 -0.493
C -3.301 25.406 -0.730
C -3.700 24.689 -1.988
C -4.313 23.214 -1.765
O -5.630 23.211 -1.178
C -6.480 22.011 -1.390
N -4.567 25.678 -2.694
H -2.383 24.928 -0.387
H -4.076 25.448 0.036
H -3.144 26.451 -0.997
H -2.774 24.459 -2.515
H -3.583 22.633 -1.201
H -4.484 22.778 -2.749
H -6.545 21.363 -0.516
H -6.078 21.465 -2.244
H -7.425 22.228 -1.888
H -5.254 25.942 -2.002
H -5.178 25.122 -3.276
*
```

Its molecular weight is 1158.79 g/mol. The energy is -3754.816246 Ha. The calculation puts the largest force on an atom at 17.5 eV/A. For the HOMO energy, the calculation gives -0.22803 hartree. Its HOMO-LUMO gap is 0.2366 hartree. The value obtained for the energy above the lowest of the compared OMol25 structures with the same formula, charge and spin is 5051.33 kJ/mol.

Entry 5:
Entry from the OMol25 dataset: a structure of composition C18H28F5ORuS2Si2Te (ωB97M-V/def2-TZVPD).

```
! RIJCOSX wB97M-V def2-TZVPD def2/J DEFGRID3
* xyz 1 5
Ru 1.617 -0.311 -0.360
C 1.726 1.116 4.065
C 1.581 0.960 2.574
S 1.670 -0.626 2.008
C 1.368 2.082 1.756
C 1.289 3.466 2.340
S 1.181 2.025 0.072
H 1.948 0.162 4.537
H 0.813 1.517 4.506
H 2.539 1.806 4.295
H 1.284 3.464 3.425
H 0.387 3.970 1.991
H 2.141 4.056 1.999
F 6.469 -1.689 -4.605
C 5.760 -1.302 -3.555
C 6.382 -0.643 -2.500
F 7.683 -0.412 -2.557
C 5.658 -0.227 -1.394
F 6.278 0.400 -0.405
C 4.285 -0.459 -1.324
O 3.551 -0.086 -0.266
C 3.708 -1.116 -2.396
F 2.346 -1.343 -2.297
C 4.397 -1.548 -3.508
F 3.775 -2.173 -4.497
C -2.226 2.220 -1.089
Si -1.998 1.041 -2.511
C -3.387 1.189 -3.735
C -0.347 1.274 -3.344
C -2.039 -0.750 -1.886
Te -0.756 -1.294 -0.289
C -1.932 -0.504 1.290
Si -2.833 -1.830 2.302
C -1.540 -2.819 3.199
C -3.951 -0.917 3.471
C -3.817 -2.894 1.134
H -2.203 3.248 -1.457
H -1.438 2.126 -0.339
H -3.194 2.073 -0.604
H -3.415 2.182 -4.187
H -4.351 1.021 -3.250
H -3.284 0.462 -4.543
H -0.228 2.293 -3.715
H -0.248 0.598 -4.196
H 0.484 1.083 -2.661
H -1.771 -1.415 -2.710
H -3.017 -1.070 -1.520
H -2.608 0.197 0.801
H -1.246 0.070 1.916
H -0.975 -2.190 3.889
H -0.831 -3.278 2.504
H -1.992 -3.627 3.777
H -3.397 -0.241 4.125
H -4.492 -1.620 4.107
H -4.692 -0.330 2.925
H -3.196 -3.394 0.386
H -4.580 -2.310 0.615
H -4.333 -3.679 1.691
*
```

Its molecular weight is 704.39 g/mol. As for the expectation value of S²: 6.03. The energy is -3015.246460 Ha. The calculation puts the largest force on an atom at 0.8 eV/A. For the HOMO energy (spin up / spin down), the calculation gives -0.40858 / -0.42524 hartree. Its HOMO-LUMO gap (spin up / spin down) is 0.2493 / 0.2166 hartree. The value obtained for the energy above the lowest of the compared OMol25 structures with the same formula, charge and spin is 111.56 kJ/mol.

Entry 6:
Entry from the OMol25 dataset: a structure of composition C6H8CsO6 at a distorted geometry (ωB97M-V/def2-TZVPD).

```
! RIJCOSX wB97M-V def2-TZVPD def2/J DEFGRID3
* xyz 0 2
O 1.304 -0.689 2.114
C 0.925 0.467 1.797
O 1.625 1.252 1.112
O -0.288 0.834 2.231
C -0.722 2.171 1.972
C -2.072 2.374 2.602
H -0.764 2.335 0.885
H 0.023 2.873 2.378
H -2.860 2.562 1.861
H -2.381 1.525 3.226
Cs 5.067 -1.567 0.234
O -4.233 5.191 5.046
C -4.638 6.473 5.110
C -2.889 5.130 4.702
O -5.704 6.823 5.526
O -3.687 7.279 4.650
C -2.499 6.537 4.343
H -2.203 3.378 3.383
H -2.301 4.538 5.403
H -1.671 6.930 4.951
H -2.262 6.674 3.278
*
```

Its molecular weight is 309.03 g/mol. As for the expectation value of S²: 0.75. The energy is -704.909614 Ha. The calculation puts the largest force on an atom at 3.7 eV/A. For the HOMO energy, the calculation gives -0.24823 hartree. Its HOMO-LUMO gap is 0.1947 hartree. The value obtained for the energy above the lowest of the compared OMol25 structures with the same formula, charge and spin is 134.61 kJ/mol.

Entry 7:
Entry from the OMol25 dataset: an isolated molecule of C6H4F2 at a distorted geometry (ωB97M-V/def2-TZVPD).

```
! RIJCOSX wB97M-V def2-TZVPD def2/J DEFGRID3
* xyz 0 1
C -0.754 -0.620 -0.944
C -0.082 -1.388 0.004
C 0.691 -0.750 0.959
C 0.759 0.641 0.938
C 0.096 1.398 -0.011
C -0.685 0.756 -0.958
H -0.182 -2.471 -0.026
H 1.214 -1.334 1.691
H 0.179 2.462 0.014
H -1.235 1.300 -1.669
F -1.517 -1.254 -1.871
F 1.516 1.259 1.873
*
```

Its molecular weight is 114.09 g/mol. The energy is -430.762696 Ha. The calculation puts the largest force on an atom at 1.2 eV/A. For the HOMO energy, the calculation gives -0.34159 hartree. Its HOMO-LUMO gap is 0.3805 hartree. The value obtained for the energy above the lowest of the compared OMol25 structures with the same formula, charge and spin is 0.00 kJ/mol.